No. 1
{
  "formula": "C43H86O19S7",
  "method": "the ωB97M-V functional and the def2-TZVPD basis",
  "gap_ev": 9.0,
  "mol_weight_g_mol": 1131.6,
  "fmax_ha_per_bohr": 0.058,
  "total_charge": 0,
  "smiles": "O=S1(=O)CCCC1.O=S1(=O)CCCC1.O=S1(=O)CCCC1.O=S1(=O)CCCC1.O=S1(=O)CCCC1.O=S1(=O)CCCC1.O=S1(=O)CCCC1.CC(C)=O.CC(C)=O.CC(C)=O.CC(C)=O.CC(C)=O",
  "e_above_lowest_kcal_mol": 32.8,
  "elements": ["S", "S", "S", "S", "S", "S", "S", "O", "O", "O", "O", "O", "O", "O", "O", "O", "O", "O", "O", "O", "O", "O", "O", "O", "O", "O", "C", "C", "C", "C", "C", "C", "C", "C", "C", "C", "C", "C", "C", "C", "C", "C", "C", "C", "C", "C", "C", "C", "C", "C", "C", "C", "C", "C", "C", "C", "C", "C", "C", "C", "C", "C", "C", "C", "C", "C", "C", "C", "C", "H", "H", "H", "H", "H", "H", "H", "H", "H", "H", "H", "H", "H", "H", "H", "H", "H", "H", "H", "H", "H", "H", "H", "H", "H", "H", "H", "H", "H", "H", "H", "H", "H", "H", "H", "H", "H", "H", "H", "H", "H", "H", "H", "H", "H", "H", "H", "H", "H", "H", "H", "H", "H", "H", "H", "H", "H", "H", "H", "H", "H", "H", "H", "H", "H", "H", "H", "H", "H", "H", "H", "H", "H", "H", "H", "H", "H", "H", "H", "H", "H", "H", "H", "H", "H", "H"],
  "coordinates": [[5.739, -1.438, -1.263], [-2.929, -1.247, -5.474], [2.759, -0.088, 5.950], [-4.704, -0.963, 1.688], [4.075, 2.697, 1.201], [-1.231, 0.802, -0.812], [-3.014, -6.019, -1.985], [-0.931, 2.126, -1.337], [-2.582, -0.829, -6.815], [-2.088, -2.112, -4.690], [-3.374, -1.539, 1.727], [-5.247, 4.367, -1.502], [2.570, -3.355, 0.789], [6.367, -2.568, -1.921], [5.175, 3.303, 0.470], [2.070, -0.986, -4.799], [-2.601, 0.253, -0.760], [-1.628, 1.173, 3.648], [3.892, 1.239, 1.220], [2.259, 5.201, -4.075], [2.781, 1.393, 5.874], [-2.719, -6.599, -3.317], [-5.689, -1.461, 0.743], [3.167, -0.874, 7.156], [-3.903, -6.691, -1.055], [4.544, -0.846, -1.833], [1.187, -0.715, 5.329], [0.826, -4.500, 2.030], [-3.491, 4.000, -3.057], [-1.879, -4.117, -0.424], [7.132, -0.303, -0.634], [0.699, 4.608, -2.416], [-4.854, 4.533, -2.662], [-3.199, 0.265, -4.411], [1.236, -0.217, -0.795], [1.481, -0.940, 3.779], [7.231, -0.566, 0.864], [2.706, 4.112, 3.172], [2.189, -2.961, -3.496], [3.815, -0.731, 4.546], [-5.528, 1.398, 2.852], [-1.957, 3.458, 3.163], [5.332, -2.067, 0.340], [-5.423, -0.655, -4.804], [1.687, 3.672, 2.064], [-1.557, -5.492, -1.064], [-4.664, -1.871, -5.389], [2.777, -1.903, -4.370], [1.889, 5.361, -2.920], [-0.402, 0.613, 0.817], [-4.535, 0.036, -3.766], [2.477, 3.560, 0.759], [-5.434, -1.049, 3.438], [-3.611, -4.345, -2.289], [-2.789, -3.405, -1.452], [6.586, -1.864, 1.203], [-1.664, 2.610, 5.573], [0.812, -0.280, 0.634], [4.214, -2.125, -4.881], [1.868, -4.359, 0.921], [2.445, 6.436, -1.959], [-5.378, 0.353, 3.998], [-4.625, 0.858, 1.672], [2.226, -5.595, 0.132], [2.900, -1.540, 3.695], [-1.775, 2.285, 4.096], [3.959, 3.221, 3.034], [-5.576, 5.433, -3.677], [-0.070, -0.371, -1.606], [4.809, -2.160, -3.969], [8.045, -0.583, -1.159], [-6.082, 0.556, 4.805], [-1.638, 1.690, 6.156], [-1.050, -3.437, -0.229], [1.910, -1.024, -1.083], [-0.502, -1.362, -1.470], [-4.970, -1.871, 3.983], [3.163, -1.591, 2.639], [2.800, -2.558, 4.072], [4.650, -1.314, -5.466], [-0.035, -0.201, -2.683], [-5.252, 2.413, 3.135], [-3.117, 1.207, -4.953], [1.644, 0.054, 1.253], [-0.695, 3.059, 5.788], [-3.436, -4.168, -3.350], [2.884, 7.264, -2.515], [-5.746, 0.044, -5.575], [0.668, -1.310, 0.961], [2.755, -3.005, -2.566], [-6.531, 1.516, 2.443], [-6.448, -1.422, 3.294], [-0.277, 1.624, 1.206], [-3.005, 4.850, -3.536], [3.760, 2.283, 3.552], [-4.701, -4.331, -2.267], [3.231, -5.988, 0.283], [6.277, -1.988, 2.240], [6.668, 0.198, 1.398], [1.305, -0.011, 3.238], [0.331, -0.138, 5.680], [-3.550, 0.961, 1.819], [4.947, 3.585, 3.318], [0.706, -1.638, 3.460], [4.323, -3.113, -5.328], [-0.114, 5.335, -2.431], [-4.873, 1.132, 0.646], [1.648, 6.848, -1.340], [7.297, -2.669, 1.016], [-2.532, 3.201, 5.867], [-6.535, 5.745, -3.262], [-4.576, -2.584, -4.569], [-5.679, 4.791, -4.551], [2.079, -5.368, -0.924], [1.582, 0.792, -1.016], [0.920, 4.446, 2.077], [-2.368, 0.260, -3.707], [-4.371, 0.544, 4.370], [-4.388, -0.535, -2.850], [4.483, -1.502, 0.726], [2.170, -3.854, -4.120], [-0.814, -5.249, -1.824], [-3.679, 3.264, -3.838], [-6.369, -1.010, -4.396], [1.245, 2.723, 2.367], [-3.407, -2.620, -1.016], [-2.936, 3.531, -2.245], [2.167, 3.949, 4.105], [1.165, -2.646, -3.293], [-2.877, 3.948, 3.484], [3.049, 5.142, 3.069], [-2.048, 3.124, 2.130], [1.535, -6.391, 0.408], [0.532, -3.591, 2.555], [8.237, -0.440, 1.265], [4.100, 0.151, 3.974], [4.731, -1.140, 4.974], [1.194, -1.681, 5.834], [-1.087, 4.113, 3.212], [-0.104, -4.838, 1.571], [-4.806, -2.419, -6.320], [0.985, 4.213, -1.441], [-4.994, 0.966, -3.431], [-2.231, -2.856, -2.210], [4.956, -3.090, 0.332], [0.494, 3.806, -3.125], [-1.071, 0.063, 1.479], [-4.989, 6.311, -3.945], [2.082, 3.008, -0.094], [1.116, -5.289, 2.724], [-1.163, -6.299, -0.446], [3.135, 5.939, -1.277], [6.858, 0.722, -0.881], [-2.425, -4.422, 0.468], [2.819, 4.551, 0.459]]
}

***

No. 2
{
  "formula": "C43H88BO23",
  "method": "the ωB97M-V functional and the def2-TZVPD basis",
  "gap_ev": 5.7,
  "mol_weight_g_mol": 984.0,
  "fmax_ha_per_bohr": 0.017,
  "total_charge": -1,
  "elements": ["O", "O", "O", "O", "O", "O", "O", "O", "O", "O", "O", "O", "O", "O", "O", "O", "O", "O", "O", "O", "O", "O", "O", "C", "C", "C", "C", "C", "C", "C", "C", "C", "C", "C", "C", "C", "C", "C", "C", "C", "C", "C", "C", "C", "C", "C", "C", "C", "C", "C", "C", "C", "C", "C", "C", "C", "C", "C", "C", "C", "C", "C", "C", "C", "C", "C", "B", "H", "H", "H", "H", "H", "H", "H", "H", "H", "H", "H", "H", "H", "H", "H", "H", "H", "H", "H", "H", "H", "H", "H", "H", "H", "H", "H", "H", "H", "H", "H", "H", "H", "H", "H", "H", "H", "H", "H", "H", "H", "H", "H", "H", "H", "H", "H", "H", "H", "H", "H", "H", "H", "H", "H", "H", "H", "H", "H", "H", "H", "H", "H", "H", "H", "H", "H", "H", "H", "H", "H", "H", "H", "H", "H", "H", "H", "H", "H", "H", "H", "H", "H", "H", "H", "H", "H", "H"],
  "coordinates": [[0.314, 3.156, 4.015], [3.555, -7.637, -4.727], [-3.279, -7.520, -2.332], [-7.794, 3.946, 6.100], [8.938, 0.627, -5.206], [-1.988, -6.487, -0.791], [1.547, -7.193, -3.792], [-1.851, 8.735, 3.355], [-3.892, -7.273, -0.171], [-6.415, 4.910, -1.615], [-4.737, 4.545, -0.308], [-7.556, 2.321, 4.552], [-0.779, -11.977, 1.962], [-0.479, 1.446, 5.430], [-2.989, 6.981, 4.216], [3.105, -5.719, -3.619], [-2.061, -10.302, 2.421], [-6.699, 5.180, 0.608], [9.489, 2.726, -5.828], [-4.094, 8.729, 3.607], [-8.401, 4.357, 4.068], [-0.244, -9.950, 1.125], [7.539, 2.220, -4.807], [-2.371, -8.904, 2.314], [4.442, -5.278, -3.868], [-7.225, 3.053, 7.062], [2.145, 0.856, 3.327], [2.230, -0.663, 3.114], [2.582, -1.044, 1.681], [-5.111, -7.956, -0.470], [2.025, 1.283, 4.803], [-1.755, 6.254, 4.368], [-0.735, -0.071, -2.473], [2.813, -6.919, -4.108], [3.207, -3.010, 0.163], [4.626, 2.622, -2.032], [-3.069, -7.125, -1.214], [0.382, -12.502, 1.314], [2.950, -2.200, -1.127], [8.728, 1.938, -5.329], [-2.870, 8.192, 3.700], [1.083, -8.464, -4.255], [3.846, 0.229, -1.299], [4.088, -1.266, -1.563], [-2.169, 2.096, -2.392], [-7.885, 3.433, 4.872], [-4.113, 10.043, 3.053], [2.765, 3.101, -0.303], [4.253, 3.079, -0.622], [-0.960, -10.667, 1.774], [-8.525, 3.934, 2.704], [-4.162, 4.484, 1.006], [-0.933, 2.778, -1.813], [-1.545, 1.922, 4.649], [1.913, 3.919, -1.271], [0.017, 3.323, -2.893], [-1.969, 0.675, -2.972], [-7.783, 5.280, -1.792], [-6.011, 4.903, -0.343], [10.192, 0.183, -5.726], [-0.870, 2.669, 3.507], [2.428, -2.541, 1.391], [1.489, 3.158, -2.542], [7.178, 3.602, -4.866], [-0.990, -6.272, -1.796], [4.545, 1.104, -2.326], [0.744, 2.267, 5.146], [2.764, 0.380, -1.322], [-0.205, 4.372, -3.101], [5.559, 0.713, -2.455], [-2.523, -8.621, 1.278], [-4.910, -8.962, -0.833], [6.199, 3.676, -4.402], [-1.975, 0.689, -4.064], [-1.081, 6.777, 5.042], [-2.018, 5.291, 4.792], [-2.980, 2.079, -1.664], [-0.394, 2.143, -1.109], [2.979, -4.060, -0.036], [-7.214, 3.600, 8.000], [-7.962, 5.242, -2.863], [-9.196, 3.077, 2.636], [2.814, -2.941, -1.921], [-0.174, -5.750, -1.308], [-5.687, -7.405, -1.211], [-2.166, 2.604, 5.253], [-0.756, 1.955, 2.667], [4.634, -5.202, -4.937], [-1.521, 3.469, 3.117], [-4.679, 3.749, 1.617], [0.050, -8.543, -3.926], [2.954, -1.098, 3.807], [5.666, 2.918, -2.193], [-6.211, 2.779, 6.779], [2.412, 4.857, -1.527], [1.009, 4.189, -0.720], [2.001, -1.665, -1.058], [-1.387, -5.664, -2.606], [1.718, 2.096, -2.413], [7.890, 4.209, -4.310], [-7.960, 6.288, -1.420], [11.017, 0.663, -5.204], [-0.173, 2.786, -3.830], [5.034, -1.583, -1.119], [-8.440, 4.580, -1.280], [0.316, -12.363, 0.237], [2.351, 2.091, -0.246], [4.052, 0.961, -3.292], [1.934, -0.471, 1.012], [4.223, -1.369, -2.646], [1.292, 1.210, 2.739], [7.130, 3.946, -5.897], [-5.157, 10.343, 3.040], [2.936, 1.832, 5.061], [10.217, -0.889, -5.556], [2.644, 3.513, 0.701], [-0.705, -1.089, -2.858], [5.162, -5.953, -3.411], [-1.276, 6.106, 3.403], [4.794, 2.495, 0.124], [-0.633, -7.223, -2.183], [3.028, 1.311, 2.860], [1.234, -1.062, 3.338], [1.076, 3.003, 6.113], [-8.937, 4.780, 2.164], [4.274, -2.950, 0.402], [3.628, -0.766, 1.506], [4.191, 0.474, -0.295], [4.518, -4.296, -3.408], [10.262, 0.393, -6.792], [1.674, -9.268, -3.821], [-3.290, -8.760, 2.874], [1.367, -2.756, 1.221], [-3.535, 10.730, 3.669], [1.283, -12.020, 1.690], [-3.714, 10.041, 2.040], [0.182, 0.440, -2.774], [2.757, -3.112, 2.263], [-5.659, -8.001, 0.467], [-7.833, 2.155, 7.159], [4.623, 4.105, -0.511], [-1.577, -8.301, 2.749], [0.399, -13.561, 1.553], [-2.840, 0.077, -2.689], [-0.722, -0.107, -1.382], [-2.140, 1.077, 4.293], [-3.129, 4.181, 0.860], [-1.301, 3.626, -1.227], [-7.553, 3.685, 2.294], [2.086, 3.511, -3.390], [1.972, 0.385, 5.428], [4.050, 3.167, -2.785], [-2.517, 2.734, -3.211], [-4.202, 5.459, 1.483], [1.129, -8.516, -5.341]]
}

***

No. 3
{
  "formula": "C43H89CuFeN3O13",
  "method": "the ωB97M-V functional and the def2-TZVPD basis",
  "gap_ev": [6.6, 6.6],
  "mol_weight_g_mol": 975.6,
  "fmax_ha_per_bohr": 0.117,
  "total_charge": 0,
  "spin_multiplicity": 6,
  "elements": ["Cu", "Fe", "O", "O", "O", "O", "O", "O", "O", "O", "O", "O", "O", "O", "O", "N", "N", "N", "C", "C", "C", "C", "C", "C", "C", "C", "C", "C", "C", "C", "C", "C", "C", "C", "C", "C", "C", "C", "C", "C", "C", "C", "C", "C", "C", "C", "C", "C", "C", "C", "C", "C", "C", "C", "C", "C", "C", "C", "C", "C", "C", "H", "H", "H", "H", "H", "H", "H", "H", "H", "H", "H", "H", "H", "H", "H", "H", "H", "H", "H", "H", "H", "H", "H", "H", "H", "H", "H", "H", "H", "H", "H", "H", "H", "H", "H", "H", "H", "H", "H", "H", "H", "H", "H", "H", "H", "H", "H", "H", "H", "H", "H", "H", "H", "H", "H", "H", "H", "H", "H", "H", "H", "H", "H", "H", "H", "H", "H", "H", "H", "H", "H", "H", "H", "H", "H", "H", "H", "H", "H", "H", "H", "H", "H", "H", "H", "H", "H", "H", "H"],
  "coordinates": [[-1.180, 3.847, 1.233], [-2.042, 1.458, -1.066], [-0.280, 3.950, 4.514], [-6.671, -3.192, 0.584], [-7.308, -5.350, 0.928], [-1.982, 3.666, 5.862], [6.026, -0.545, 0.585], [-3.507, 0.073, -1.370], [-1.254, 1.281, 0.717], [-2.286, 3.120, 3.801], [0.801, 3.402, -0.670], [-0.509, 1.240, -2.414], [-2.894, 3.372, -1.050], [-5.169, -4.614, 1.234], [1.280, -5.445, -2.055], [1.354, 4.578, -0.477], [5.350, -1.385, 1.452], [-0.083, -5.178, -2.053], [-3.583, 3.082, 4.364], [3.962, -0.823, 1.753], [1.731, 1.006, -3.650], [0.362, -2.599, -2.097], [-4.131, 1.734, 3.850], [3.033, -1.129, 0.513], [7.301, -2.811, 1.676], [3.979, 0.617, 2.282], [3.627, -3.216, 3.029], [-1.110, 0.175, 1.488], [5.337, -3.642, 0.193], [-0.878, -7.380, -1.195], [1.184, 5.500, -1.594], [-6.459, -4.482, 0.930], [-0.412, -3.807, -1.358], [0.076, 0.107, 2.462], [-3.294, 3.340, 5.855], [2.369, 3.828, 1.773], [-2.874, -4.800, -1.139], [-1.916, -3.607, -1.423], [2.563, 4.532, 0.398], [3.059, 5.988, 0.677], [5.765, -2.842, 1.495], [-0.721, -7.018, -3.619], [-5.412, -2.458, 0.587], [-4.443, -0.148, -2.446], [1.699, 6.893, -1.225], [1.938, 4.981, -2.848], [-0.049, -3.813, 0.164], [-5.662, -1.108, 1.252], [-1.382, 3.512, 4.730], [5.135, -3.452, 2.787], [-3.728, 4.468, -1.349], [-0.967, -6.346, -2.278], [-4.548, -3.417, 1.421], [-4.290, 0.711, -3.731], [-3.893, 4.849, -2.815], [-0.324, 5.653, -1.870], [3.468, -1.673, 3.053], [3.031, 6.955, -0.565], [0.213, 1.405, -3.633], [3.800, 3.839, -0.271], [-2.463, -5.859, -2.202], [2.298, 6.298, 1.394], [2.132, 4.373, 2.687], [-3.407, 5.416, -0.918], [-3.003, 5.144, -3.371], [5.551, -4.693, 0.385], [0.566, 1.077, 2.382], [-0.030, -8.042, -1.368], [-4.943, -2.454, -0.397], [-4.876, -0.392, 1.011], [0.283, -7.413, -3.776], [-4.709, 4.282, -0.911], [1.852, -0.077, -3.689], [3.611, 2.885, -0.764], [-0.767, -6.204, -4.342], [0.156, 2.481, -3.800], [2.207, 1.255, -2.702], [3.692, 6.602, -1.357], [-2.143, -3.174, -2.397], [2.119, -0.535, 0.517], [-2.848, -5.501, -3.157], [-5.077, 1.442, 4.306], [-4.612, 1.743, -3.592], [1.546, 3.116, 1.720], [4.287, -3.613, -0.096], [-1.145, -0.618, 0.740], [-1.679, -8.119, -1.167], [-2.048, 0.195, 2.042], [-0.566, 6.396, -2.630], [2.254, 1.480, -4.481], [-3.089, -6.745, -2.097], [4.326, 1.185, 1.419], [0.302, -1.588, -1.694], [-2.315, -2.878, -0.718], [-0.008, -2.783, 0.518], [-1.424, -7.760, -3.999], [4.083, -1.165, 3.796], [1.736, 7.534, -2.106], [2.458, -1.282, 3.176], [-3.414, 0.951, 4.093], [3.324, -3.728, 3.943], [-6.559, -0.518, 1.062], [3.493, -0.717, -0.385], [-3.532, -3.257, 1.058], [7.624, -3.776, 2.067], [-0.278, 0.986, -4.512], [-3.238, 0.590, -3.989], [1.028, -3.969, 0.105], [-4.021, 4.116, 6.093], [2.063, 5.709, -3.649], [-0.926, 5.985, -1.024], [-0.615, -4.613, 0.641], [0.669, -0.806, 2.415], [-4.553, -3.022, 2.437], [-0.047, -2.659, -3.105], [-4.888, 0.437, -4.600], [-0.756, 4.678, -2.098], [7.599, -1.886, 2.169], [4.005, 6.163, 1.190], [-0.654, -7.079, -0.172], [-3.345, 2.373, 6.355], [-2.578, -5.151, -0.150], [4.143, 4.446, -1.109], [-5.443, -1.269, 2.307], [4.543, 0.992, 3.137], [-4.620, 5.639, -3.003], [-5.394, 0.077, -1.963], [1.005, 7.492, -0.634], [3.277, 7.992, -0.334], [-4.327, 4.070, -3.441], [-3.936, -4.582, -1.255], [5.859, -3.312, -0.705], [1.386, -2.971, -2.135], [2.905, -2.208, 0.420], [-4.368, -1.202, -2.714], [5.796, -3.057, 3.559], [1.360, -5.869, -1.197], [3.273, 3.296, 2.070], [2.972, 4.725, -2.616], [4.685, 3.736, 0.357], [5.774, -0.986, -0.230], [-4.181, 3.949, 4.083], [3.010, 1.064, 2.503], [-4.328, 1.504, 2.803], [5.240, -4.536, 2.799], [7.756, -2.630, 0.702], [1.156, 3.190, -1.536], [2.969, -3.594, 2.245], [1.647, 4.046, -3.326], [-0.071, 0.297, 3.526]]
}